No. 1
DFT (ωB97M-V/def2-TZVPD) results for the molecule C4H7N3S.

Each line ends with the Mulliken charge.
CARTESIAN COORDINATES (ANGSTROEM)
C1 -1.429 2.047 0.158  -0.644
C2 -0.829 0.899 0.075  0.013
N1 -1.505 -0.337 0.012  -0.211
C3 -0.893 -1.571 -0.180  0.147
N2 0.268 -2.019 0.158  -0.464
C4 1.393 -1.349 0.512  0.050
N3 1.947 -0.708 -0.465  -0.481
S1 3.239 0.592 0.105  -0.202
H1 -2.532 2.040 0.676  0.226
H2 -0.769 2.941 -0.026  0.268
H3 0.200 1.009 -0.383  0.181
H4 -2.521 -0.423 -0.477  0.307
H5 -1.555 -2.501 -0.441  0.247
H6 1.776 -1.596 1.469  0.395
H7 3.211 0.977 -1.194  0.167

SMILES: C=CN/C=N\C=N\S
E_LUMO, eV: 0.4663
Orbital gap, hartree: 0.3247
E_HOMO, hartree: -0.3076
Net charge: 0



No. 2
DFT (ωB97M-V/def2-TZVPD) results for a cluster of 2 separate species, C4H7N3S in total.

Each line ends with the Mulliken charge.
CARTESIAN COORDINATES (ANGSTROEM)
C1 -1.553 -1.283 2.300  0.395
C2 1.249 0.527 -0.753  -0.541
C3 0.242 0.075 -1.840  -0.366
C4 -0.682 1.118 0.270  -0.332
N1 -1.980 -2.341 1.918  -0.470
N2 0.566 1.094 0.371  -0.469
N3 -1.201 -0.130 2.364  -0.478
S1 -1.415 0.503 -1.205  -0.039
H1 1.859 -0.312 -0.408  0.279
H2 1.927 1.293 -1.143  0.278
H3 0.389 0.601 -2.781  0.335
H4 0.273 -0.999 -2.009  0.304
H5 -1.338 1.605 0.966  0.579
H6 -2.581 -2.986 2.387  0.255
H7 -0.329 0.202 2.723  0.270

Multiplicity: 3
E_LUMO (spin up / spin down), eV: 0.7762 / -2.2309
Orbital gap (spin up / spin down), hartree: 0.1929 / 0.2610
E_HOMO (spin up / spin down), hartree: -0.1644 / -0.3430
Net charge: 0



No. 3
DFT (ωB97M-V/def2-TZVPD) results for the ion C4H7N4 with charge +1.

Each line ends with the Mulliken charge.
CARTESIAN COORDINATES (ANGSTROEM)
C1 1.459 2.135 -1.445  -0.120
C2 0.607 0.857 -1.299  0.536
C3 -0.415 0.126 0.726  -0.018
C4 1.548 0.005 -0.596  -0.686
N1 2.136 2.971 -1.806  -0.310
N2 -0.581 0.798 -0.567  -0.165
N3 -1.295 -1.007 0.774  -0.261
N4 1.085 -0.306 0.592  -0.169
H1 0.573 0.632 -2.360  0.227
H2 -0.470 0.739 1.682  0.443
H3 2.604 -0.100 -0.761  0.489
H4 -1.225 1.549 -0.577  0.302
H5 -2.035 -1.160 1.552  0.323
H6 -1.247 -1.599 0.042  0.230
H7 1.559 -0.567 1.414  0.178

Multiplicity: 3
E_LUMO (spin up / spin down), eV: -3.5769 / -9.1546
Orbital gap (spin up / spin down), hartree: 0.2657 / 0.2216
E_HOMO (spin up / spin down), hartree: -0.3972 / -0.5580
Net charge: +1



No. 4
DFT (ωB97M-V/def2-TZVPD) results for a cluster of 2 separate species, C4H7N4S in total.

Each line ends with the Mulliken charge.
CARTESIAN COORDINATES (ANGSTROEM)
C1 0.493 1.673 0.447  0.662
C2 -0.437 -0.937 0.041  0.444
C3 -0.968 2.444 -1.226  -0.257
C4 1.414 -2.395 -1.129  -0.753
N1 1.110 1.569 1.420  -0.574
N2 -1.002 -0.076 2.156  -0.340
N3 -0.913 -0.820 1.121  0.159
N4 -0.304 1.585 -0.544  -0.280
S1 0.038 -1.123 -1.493  0.012
H1 -0.301 0.476 2.475  0.203
H2 -1.589 2.072 -2.078  0.252
H3 -0.747 3.544 -1.039  0.260
H4 1.178 -3.429 -0.694  0.301
H5 1.755 -1.761 -0.260  0.290
H6 1.960 -2.427 -2.047  0.354
H7 -1.686 -0.393 2.850  0.267

E_LUMO, eV: -4.3407
Orbital gap, hartree: 0.3570
E_HOMO, hartree: -0.5165
Net charge: +1



No. 5
DFT (ωB97M-V/def2-TZVPD) results for the molecule C4H7N5.

Each line ends with the Mulliken charge.
CARTESIAN COORDINATES (ANGSTROEM)
C1 2.079 -0.356 0.297  -1.186
N1 0.533 -0.118 0.087  -0.071
C2 -0.126 -1.195 -0.529  0.050
N2 -1.246 -1.677 -0.471  -0.384
N3 -2.101 -1.125 0.480  -0.395
C3 -2.130 0.219 0.576  0.084
N4 -1.692 1.001 -0.499  -0.253
N5 -0.665 2.011 -0.233  -0.525
C4 0.301 1.243 -0.015  0.071
H1 2.796 -0.233 -0.476  0.355
H2 2.302 -1.473 0.701  0.385
H3 2.156 0.250 1.258  0.486
H4 0.824 -1.672 -1.087  0.303
H5 -2.844 0.767 1.330  0.315
H6 -1.447 0.507 -1.252  0.419
H7 1.260 1.852 -0.168  0.345

SMILES: Cn1cnnc[nH]nc1
E_LUMO, eV: 0.6198
Orbital gap, hartree: 0.3532
E_HOMO, hartree: -0.3305
Net charge: 0



No. 6
DFT (ωB97M-V/def2-TZVPD) results for the ion C4H7N5O2S with charge +2.

Each line ends with the Mulliken charge.
CARTESIAN COORDINATES (ANGSTROEM)
H1 2.627 -1.252 -0.734  0.287
N1 1.689 -1.127 -0.339  -0.511
C1 1.449 0.104 -0.335  0.246
N2 2.223 1.211 -0.414  -0.356
C2 0.015 0.536 0.241  0.365
N3 -0.518 1.497 -0.648  -0.075
C3 -1.614 1.062 -1.244  -0.156
N4 -1.904 -0.142 -0.783  0.008
C4 -0.987 -0.585 0.122  0.396
N5 -1.191 -1.701 0.707  -0.460
S1 -0.483 -2.273 2.056  1.105
O1 -0.781 -3.647 2.198  -0.266
O2 -0.348 -1.240 2.973  -0.292
H2 1.749 2.126 -0.596  0.173
H3 3.207 1.095 -0.708  0.272
H4 0.054 0.787 1.342  0.429
H5 -0.285 2.390 -0.869  0.131
H6 -2.101 1.735 -1.961  0.403
H7 -2.803 -0.577 -1.009  0.301

SMILES: [H]/N=C(\N)[C@H]1NC=[NH+]C1=[N+]=S(=O)=O
E_LUMO, eV: -10.9823
Orbital gap, hartree: 0.2479
E_HOMO, hartree: -0.6515
Net charge: +2



No. 7
DFT (ωB97M-V/def2-TZVPD) results for the molecule C4H7NO.

Each line ends with the Mulliken charge.
CARTESIAN COORDINATES (ANGSTROEM)
C1 1.223 -0.191 0.679  -0.485
O1 1.042 1.125 0.178  -0.340
C2 0.017 1.150 -0.777  -0.374
C3 -1.349 -0.115 0.835  -0.755
N1 -0.745 -0.095 -0.592  -0.125
C4 -0.120 -0.878 0.500  0.045
H1 1.525 -0.120 1.727  0.279
H2 2.008 -0.714 0.107  0.281
H3 -0.647 1.985 -0.547  0.287
H4 0.404 1.212 -1.803  0.329
H5 -2.216 -0.780 0.765  0.184
H6 -1.060 -0.618 -1.406  0.330
H7 -0.081 -1.961 0.333  0.342

E_LUMO, eV: 0.7297
Orbital gap, hartree: 0.3021
E_HOMO, hartree: -0.2753
Net charge: 0



No. 8
DFT (ωB97M-V/def2-TZVPD) results for the molecule C4H7NO.

Each line ends with the Mulliken charge.
CARTESIAN COORDINATES (ANGSTROEM)
C1 -1.696 -0.236 0.070  -0.448
N1 -1.183 1.125 0.190  -0.626
C2 -0.563 0.221 -0.769  -0.084
C3 0.798 -0.378 -0.539  0.082
C4 1.718 0.050 0.518  -0.467
O1 0.978 -1.156 0.637  -0.422
H1 -1.451 -0.945 0.856  0.218
H2 -2.693 -0.324 -0.353  0.252
H3 -0.612 1.214 1.026  0.283
H4 -0.755 0.486 -1.808  0.386
H5 1.241 -0.827 -1.431  0.414
H6 2.793 -0.066 0.388  0.251
H7 1.425 0.836 1.214  0.160

SMILES: C1N[C@H]1[C@H]1CO1
E_LUMO, eV: 1.1407
Orbital gap, hartree: 0.3924
E_HOMO, hartree: -0.3505
Net charge: 0



No. 9
DFT (ωB97M-V/def2-TZVPD) results for a cluster of 2 separate species, C4H7NO in total.

Each line ends with the Mulliken charge.
CARTESIAN COORDINATES (ANGSTROEM)
C1 0.473 -1.645 0.381  -1.240
C2 0.181 -0.248 0.863  0.261
C3 0.753 1.051 0.256  -0.703
N1 -0.644 0.694 0.137  -0.158
C4 -1.149 0.891 -1.075  0.081
O1 -0.579 1.718 -1.827  -0.500
H1 -0.410 -2.293 0.429  0.300
H2 1.236 -2.104 1.022  0.314
H3 0.863 -1.616 -0.637  0.328
H4 -0.144 -0.230 1.914  0.294
H5 0.906 1.781 1.059  0.160
H6 0.570 1.624 -1.155  0.497
H7 -2.057 0.375 -1.368  0.365

E_LUMO, eV: 0.9495
Orbital gap, hartree: 0.3623
E_HOMO, hartree: -0.3274
Net charge: 0



No. 10
DFT (ωB97M-V/def2-TZVPD) results for the molecule C4H7NO.

Each line ends with the Mulliken charge.
CARTESIAN COORDINATES (ANGSTROEM)
C1 -0.064 -0.607 1.470  -1.263
C2 0.422 0.490 0.557  0.142
N1 1.307 0.134 -0.539  -0.621
C3 -0.026 0.632 -0.861  0.137
C4 -0.949 -0.372 -1.476  -0.323
O1 -2.106 -0.139 -1.733  -0.485
H1 -0.229 -1.536 0.918  0.310
H2 -1.004 -0.315 1.950  0.306
H3 0.674 -0.805 2.254  0.335
H4 0.615 1.441 1.057  0.398
H5 2.021 0.838 -0.699  0.243
H6 -0.163 1.649 -1.228  0.415
H7 -0.488 -1.359 -1.687  0.405

SMILES: C[C@H]1N[C@H]1C=O
E_LUMO, eV: 0.8800
Orbital gap, hartree: 0.3930
E_HOMO, hartree: -0.3607
Net charge: 0



No. 11
DFT (ωB97M-V/def2-TZVPD) results for a cluster of 2 separate species, C4H7NO in total.

Each line ends with the Mulliken charge.
CARTESIAN COORDINATES (ANGSTROEM)
C1 -1.190 0.344 -2.642  0.092
C2 0.459 -0.469 0.503  0.173
C3 0.892 -1.817 -0.018  -1.194
C4 -0.442 1.623 0.684  -0.803
N1 -0.443 0.320 0.155  -0.267
O1 -2.119 0.477 -2.014  -0.101
H1 1.060 -0.080 1.357  0.247
H2 1.765 -1.805 -0.567  0.336
H3 0.208 -2.240 -0.609  0.376
H4 0.900 -2.555 0.858  0.285
H5 -0.075 1.810 1.744  0.328
H6 0.393 2.212 0.045  0.278
H7 -1.410 2.182 0.506  0.251

E_LUMO, eV: 1.1307
Orbital gap, hartree: 0.3873
E_HOMO, hartree: -0.3457
Net charge: 0



No. 12
DFT (ωB97M-V/def2-TZVPD) results for the molecule C4H7NO.

Each line ends with the Mulliken charge.
CARTESIAN COORDINATES (ANGSTROEM)
H1 -2.602 -1.976 0.111  0.269
N1 -2.537 -1.036 -0.298  -0.657
C1 -1.437 -0.476 -0.024  0.453
C2 -0.772 0.852 -0.322  -0.429
C3 0.470 0.348 0.505  0.311
C4 1.825 0.003 -0.123  -1.262
O1 -0.352 -0.906 0.706  -0.408
H2 -1.282 1.700 0.129  0.255
H3 -0.541 0.997 -1.375  0.240
H4 0.674 0.791 1.505  0.257
H5 2.337 -0.743 0.498  0.294
H6 2.499 0.863 -0.188  0.346
H7 1.719 -0.416 -1.124  0.331

SMILES: [H]/N=C1/C[C@H](C)O1
E_LUMO, eV: 0.9603
Orbital gap, hartree: 0.4010
E_HOMO, hartree: -0.3657
Net charge: 0



No. 13
DFT (ωB97M-V/def2-TZVPD) results for a cluster of 2 separate species, C4H7NO in total.

Each line ends with the Mulliken charge.
CARTESIAN COORDINATES (ANGSTROEM)
C1 0.985 1.677 -0.199  -0.090
C2 0.048 0.973 0.084  -0.528
C3 -0.978 0.019 0.521  0.088
C4 -1.370 -1.039 -0.368  -0.336
N1 -2.337 0.025 -0.158  -0.589
H1 1.671 2.280 -0.751  0.380
H2 -1.067 0.106 1.602  0.342
H3 -1.471 -1.992 0.078  0.271
H4 -1.007 -0.981 -1.389  0.244
H5 -2.986 -0.212 0.575  0.237
O1 3.004 -0.874 0.003  -0.638
H6 2.508 -1.734 0.011  0.312
H7 2.572 -0.430 0.734  0.308

SMILES: C#C[C@@H]1CN1.O
E_LUMO, eV: 0.7026
Orbital gap, hartree: 0.3834
E_HOMO, hartree: -0.3576
Net charge: 0



No. 14
DFT (ωB97M-V/def2-TZVPD) results for the molecule C4H7NO.

Each line ends with the Mulliken charge.
CARTESIAN COORDINATES (ANGSTROEM)
C1 1.878 -0.249 0.824  -1.031
C2 0.717 0.465 0.179  0.940
O1 0.568 1.687 0.275  -0.685
C3 -0.135 -0.365 -0.659  -0.704
C4 -1.478 -0.684 -0.138  -0.274
N1 -1.325 0.480 -1.036  -0.186
H1 1.585 -1.254 1.146  0.317
H2 2.277 0.331 1.657  0.327
H3 2.657 -0.375 0.064  0.258
H4 -1.808 -0.367 0.855  0.216
H5 -2.067 -1.508 -0.544  0.243
H6 -1.570 0.427 -2.014  0.282
H7 -1.299 1.413 -0.609  0.299

SMILES: C/C([O-])=C1\C[NH2+]1
E_LUMO, eV: 0.8547
Orbital gap, hartree: 0.3239
E_HOMO, hartree: -0.2925
Net charge: 0



No. 15
DFT (ωB97M-V/def2-TZVPD) results for the molecule C4H7NO.

Each line ends with the Mulliken charge.
CARTESIAN COORDINATES (ANGSTROEM)
O1 2.390 -0.821 -0.516  -0.380
N1 1.845 0.423 -0.154  -0.587
C1 0.589 0.287 -0.061  0.326
C2 -0.292 -0.921 -0.074  -0.432
C3 -1.522 0.015 0.017  -0.494
C4 -0.559 1.207 0.306  -0.362
H1 3.341 -0.679 -0.439  0.352
H2 -0.216 -1.684 -0.853  0.352
H3 -0.035 -1.340 0.905  0.207
H4 -2.062 0.150 -0.926  0.247
H5 -2.250 -0.247 0.789  0.269
H6 -0.662 2.077 -0.344  0.268
H7 -0.567 1.533 1.351  0.233

SMILES: ON=C1CCC1
E_LUMO, eV: 1.0774
Orbital gap, hartree: 0.3862
E_HOMO, hartree: -0.3466
Net charge: 0



No. 16
DFT (ωB97M-V/def2-TZVPD) results for a cluster of 2 separate species, C4H7NO in total.

Each line ends with the Mulliken charge.
CARTESIAN COORDINATES (ANGSTROEM)
C1 -0.604 -0.911 1.726  -0.646
C2 -1.732 -0.957 0.885  -0.312
C3 -1.396 -0.307 -0.299  -0.469
N1 -0.109 0.104 -0.167  0.072
C4 0.362 -0.138 1.065  -0.260
H1 -0.498 -1.261 2.736  0.374
H2 -2.728 -1.358 0.979  0.380
H3 -2.020 -0.054 -1.138  0.353
H4 0.428 0.395 -0.963  0.170
H5 1.312 0.149 1.480  0.360
O1 2.121 1.601 -1.842  -0.661
H6 2.329 1.966 -2.725  0.319
H7 2.538 0.770 -1.738  0.319

SMILES: c1cc[nH]c1.O
E_LUMO, eV: 0.5528
Orbital gap, hartree: 0.3133
E_HOMO, hartree: -0.2930
Net charge: 0



No. 17
DFT (ωB97M-V/def2-TZVPD) results for the molecule C4H7NO.

Each line ends with the Mulliken charge.
CARTESIAN COORDINATES (ANGSTROEM)
C1 0.604 1.823 -2.397  -0.960
C2 0.645 1.268 -1.210  0.709
N1 0.624 0.738 -0.105  -0.425
C3 -0.705 0.247 0.308  -0.329
O1 -0.775 -0.067 1.650  -0.341
C4 -0.271 -1.344 1.970  -0.650
H1 0.385 2.881 -2.484  0.247
H2 0.768 1.223 -3.287  0.241
H3 -1.443 1.033 0.122  0.347
H4 -0.938 -0.627 -0.322  0.349
H5 0.822 -1.389 1.898  0.295
H6 -0.576 -1.558 2.995  0.221
H7 -0.703 -2.100 1.300  0.297

SMILES: C=C=NCOC
E_LUMO, eV: 1.0045
Orbital gap, hartree: 0.3732
E_HOMO, hartree: -0.3363
Net charge: 0



No. 18
DFT (ωB97M-V/def2-TZVPD) results for a structure of composition C4H7NO.

Each line ends with the Mulliken charge.
CARTESIAN COORDINATES (ANGSTROEM)
C1 -0.712 1.559 -0.485  -1.098
C2 0.440 0.799 0.231  -0.414
C3 0.504 -0.675 -0.183  0.199
O1 1.090 -1.874 1.043  -0.577
C4 -0.553 -1.522 0.208  0.234
N1 -1.566 -2.067 0.332  -0.542
H1 -0.746 2.598 -0.124  0.329
H2 -0.578 1.600 -1.573  0.321
H3 -1.680 1.096 -0.275  0.356
H4 0.268 0.839 1.307  0.287
H5 1.386 1.301 -0.004  0.282
H6 0.905 -0.803 -1.202  0.287
H7 1.219 -2.788 0.686  0.336

E_LUMO, eV: 0.0945
Orbital gap, hartree: 0.3537
E_HOMO, hartree: -0.3503
Net charge: 0



Max |F| (computed, eV/Å): 4.1; 10.2; 5.8; 5.1; 7.0; 4.2; 0.4; 0.4; 1.8; 0.5; 4.4; 1.5; 3.1; 0.3; 0.7; 2.6; 0.8; 3.6
Total energy (computed, eV): -19563.223; -19561.288; -10209.281; -21045.562; -11706.131; -26620.953; -7795.104; -7796.582; -7795.246; -7797.694; -7797.088; -7798.109; -7795.416; -7796.303; -7796.554; -7798.536; -7796.938; -7795.838
ΔE to the lowest compared entry with this formula, charge and spin (computed, kJ/mol): 439.5; 165.3; 130.3; 294.1; 708.9; 176.5; 438.1; 295.4; 424.4; 188.1; 246.6; 148.2; 407.9; 322.4; 298.2; 106.9; 261.1; 367.3